No. 1
Formula: C15H30F7O15PV
Source: the Open Molecules 2025 dataset
Level of theory: ωB97M-V with the def2-TZVPD basis set

```
69
Properties=species:S:1:pos:R:3:lowdin_spin:R:1
H 0.42136 -0.79323 -3.42369 0.00
F 0.92918 -0.23916 1.83375 0.02
C 1.79804 1.33858 -4.32325 0.00
C -0.08942 -2.74340 -1.80006 0.01
O 0.84638 2.18874 0.21414 0.01
H 1.16035 -4.08616 0.09653 0.00
H 1.40601 0.73464 -5.14158 0.00
O 3.00530 0.85415 -3.60760 0.00
F 2.98359 -0.21547 2.20688 0.00
H -4.69798 2.65078 0.38584 0.00
H 0.29511 -1.85202 -4.77769 0.00
O 4.11527 -0.01335 -2.05006 0.00
O -3.67443 -2.22481 -0.71600 0.00
O 2.03497 0.40856 -1.55522 0.03
H -0.46186 0.47223 4.17451 0.00
F 0.69697 -2.54321 2.32698 0.00
O -1.99727 1.74364 3.57086 0.00
F -1.31280 1.13258 -1.57870 0.03
H 3.66834 1.84785 0.74549 0.00
C -0.72499 1.52959 4.14550 0.00
O -1.84657 -1.39840 0.41288 0.01
H -4.21680 -2.01520 -2.66566 0.00
H -0.76270 1.81019 5.19809 0.00
H -0.54167 4.02107 -1.17280 0.00
H 5.60286 -0.61291 -0.82122 0.00
C -0.59106 4.61878 -0.26263 0.00
H -0.76105 5.65084 -0.56931 0.00
P 1.90732 -1.45546 2.26109 0.00
H 3.36694 2.32756 2.38619 0.00
C 2.97357 0.42034 -2.37059 0.00
O 0.14812 -1.78351 -1.08273 0.03
C -3.72301 -1.48797 -1.84940 0.00
F 1.58342 -1.13070 3.81566 0.00
V -0.07068 0.12640 -0.13047 2.81
H -1.92154 -2.99681 2.78962 0.00
H -3.04202 2.13192 -0.18490 0.00
H -3.52425 -3.21719 3.28116 0.00
H -0.66944 -3.94849 0.67740 0.00
O -0.39262 -2.75623 -3.07233 0.00
C -2.91419 -2.56762 2.65347 0.00
H 4.37448 3.34462 1.47461 0.00
H 2.12496 2.26689 -4.79172 0.00
H -1.45636 4.26930 0.30060 0.00
O -1.28736 1.05376 1.46537 0.01
O 2.45473 3.57349 1.06152 0.00
H -4.33090 1.00722 0.39055 0.00
F 3.01905 -2.53767 2.69424 0.00
C -0.19708 -1.58747 -3.84181 0.00
H -4.28191 -0.55251 -1.87458 0.00
O -3.45206 1.84290 1.85005 0.00
H -0.01728 -5.37344 -0.00708 0.00
H 4.04220 -1.47008 -0.60929 0.00
C 0.09582 -4.28940 -0.01991 0.00
O -3.45043 -2.77471 1.34273 0.00
H -2.66475 -1.42555 -2.10296 0.00
C -2.92534 -2.07214 0.31377 0.00
H -3.03336 -1.57075 3.07791 0.00
H -1.16231 -1.20790 -4.17702 0.00
H 4.10725 0.06992 0.02106 0.00
C -3.85274 1.97719 0.52706 0.00
F 2.26359 -1.69546 0.68887 0.00
O 0.70780 4.46531 0.38519 0.00
H 0.04716 2.11642 3.64798 0.00
C 1.33576 3.29952 0.44874 0.00
C 4.51790 -0.50929 -0.80597 0.00
C -2.19405 1.53698 2.18463 0.01
O -0.25491 -4.01128 -1.37949 0.00
C 3.48772 2.71851 1.37591 0.00
H 0.97553 1.60831 -3.66081 0.00
```

Output
LUMO (alpha / beta) ... 0.5 / 0.5 eV
Multiplicity ... 4
<S²> ... 3.752
Molar mass ... 665.3 g mol⁻¹
Energy above the lowest of the compared OMol25 structures with the same formula, charge and spin ... 44.0 kJ/mol

***

No. 2
Formula: C15H30F9Na5O15S3
Source: the Open Molecules 2025 dataset
Level of theory: ωB97M-V with the def2-TZVPD basis set

```
77
Properties=species:S:1:pos:R:3:lowdin_charge:R:1
H 1.73121 0.97018 6.19834 0.12
H 4.05448 0.44513 8.08835 0.08
H -4.46966 -5.25879 -0.20296 0.13
Na 5.51712 2.74372 2.28575 0.96
H -4.04887 -6.14384 1.28980 0.13
H 5.05679 -6.28387 -9.33803 0.08
H -5.89569 -8.95808 -0.40779 0.08
F 1.51017 10.58853 2.79329 0.12
F 0.15713 -0.19696 -1.62894 0.10
C -5.95315 -6.41456 0.46116 -0.20
H 0.80952 -4.93801 -6.84806 0.09
F -1.87584 -0.00374 -1.10088 0.10
F -4.84610 11.32572 -0.76548 0.17
H 1.99383 1.20506 8.63972 0.12
O -3.49108 8.29942 -2.71632 -0.42
C 3.59343 -6.87678 -7.06014 -0.22
H 3.83246 4.27304 7.34736 0.09
O 3.35397 7.10131 3.04883 -0.40
H -2.83161 -6.26218 -1.83034 0.09
O 2.90436 2.97026 8.71449 -0.18
H -7.17527 -9.52316 0.70375 0.09
H -6.32237 -5.68070 1.17758 0.13
H -7.49061 -8.28669 -0.50146 0.08
C 2.03611 2.08771 8.00156 -0.19
O -0.81458 2.83566 -1.18049 -0.39
H 5.37724 0.22055 7.06647 0.09
H 2.15029 4.72688 7.90428 0.09
H 3.43956 -7.95460 -7.11243 0.13
H 3.61905 -6.17908 -10.37332 0.09
H 2.14457 -3.95762 -7.60895 0.07
H 3.92004 -0.72169 6.75156 0.09
O 3.26422 -6.27921 -8.31964 -0.21
C -4.51038 -6.22211 0.30544 -0.26
H 1.69475 -6.94695 -6.24663 0.12
O -4.74831 8.29430 -0.68893 -0.38
C 2.43784 1.71969 6.55474 -0.20
O 0.91947 7.55280 3.49332 -0.37
H 2.12602 2.54661 5.91671 0.12
H 4.09933 -7.72938 -9.66537 0.09
H 2.89573 -7.01032 -5.04064 0.13
C 4.04318 -6.65515 -9.48926 -0.07
O 1.10243 2.10448 0.12528 -0.41
Na 4.81094 -0.63270 -3.68900 0.98
Na -3.71539 5.63187 2.80916 0.96
Na -3.60559 3.86237 -4.68232 0.97
F 3.56866 10.17301 2.75487 0.14
O 1.77000 8.01574 1.34585 -0.41
S -4.60772 8.92160 -2.00268 0.46
Na 0.73466 6.96959 -3.25378 0.96
F -0.49530 -0.68075 0.45230 0.11
H -2.29840 -7.87167 -1.23377 0.09
C 2.45587 9.76433 3.28658 -0.66
O -1.09214 2.22468 1.23194 -0.37
C 2.64313 -6.48978 -5.96440 -0.18
C 1.70228 -4.33389 -6.68651 -0.10
C 4.28840 0.26296 7.03945 -0.10
F 2.56735 9.81719 4.62479 0.12
H 1.44771 -3.31854 -6.38260 0.06
H 1.04601 2.53701 8.07857 0.12
C -0.63636 0.15793 -0.61557 -0.62
H -1.99265 -6.44310 -0.20859 0.09
O 2.61503 -5.03584 -5.79568 -0.19
C 3.08979 4.22890 8.14397 -0.12
H -6.47768 -6.34116 -0.49151 0.12
F -4.15368 11.47616 -2.82913 0.12
H 4.60384 -6.59930 -6.75984 0.12
C -6.74560 -8.65513 0.20374 -0.12
C -2.65884 -6.88262 -0.95097 -0.09
H 3.50571 4.86848 8.92246 0.09
S 2.12443 7.91089 2.76801 0.49
O -6.48631 -7.59902 1.11542 -0.18
O -3.92381 -7.24878 -0.41437 -0.18
F -2.89481 10.81452 -1.25941 0.14
O 3.79727 1.36892 6.30944 -0.19
S -0.37404 2.00289 -0.07888 0.52
C -4.12226 10.76303 -1.68943 -0.70
O -5.80129 8.83265 -2.83982 -0.35
```

Output
LUMO ... -7.5 eV
Net charge ... +2
Molar mass ... 832.5 g mol⁻¹

***

No. 3
Formula: C15H30FO15Tl
Source: the Open Molecules 2025 dataset
Level of theory: ωB97M-V with the def2-TZVPD basis set

```
62
Properties=species:S:1:pos:R:3:lowdin_charge:R:1
C -4.47942 -5.33538 -6.63402 -0.58
H 5.69434 -6.97369 -4.49290 0.10
H 2.65804 -8.42304 -2.20740 0.11
H -4.79259 -4.67335 -3.93735 0.10
H 2.41661 -6.79529 -1.56597 0.10
C -3.73652 -7.63918 -3.84308 -0.01
O -5.22807 -4.47820 -5.95693 0.04
H -4.20807 -8.57136 -3.53952 0.11
H -4.58417 -7.67145 -9.35693 0.08
H 4.77420 -3.63527 -8.44951 0.11
H 2.26467 -9.75322 -6.09630 0.11
H 3.00850 -3.71459 -8.28881 0.08
O -2.11477 -5.21646 -11.17201 0.05
H -5.25160 -3.08507 -4.44427 0.11
H 6.18926 -6.31409 -6.01287 0.11
H -6.53727 -4.44361 -8.42039 0.11
H 3.90162 -5.03482 -9.08903 0.11
H -4.35535 -8.66475 -10.73053 0.11
H 0.01908 -4.66551 -2.77801 0.09
H 0.56624 -9.98585 -5.87524 0.10
O -5.07670 -5.79314 -7.69945 0.03
O 1.69651 -9.12545 -4.25297 0.05
O 2.30872 -6.09030 -6.85482 0.06
C -1.05211 -4.27553 -10.95895 0.02
C 1.51764 -10.04283 -5.35368 0.02
H 3.44679 -6.97637 -2.87670 0.09
C -1.92088 -6.31356 -3.09723 -0.59
H 1.75164 -11.04457 -5.01451 0.11
H -3.17070 -7.88309 -4.74078 0.10
O -3.34924 -6.88934 -10.80308 0.07
H -3.09797 -8.54405 -9.44542 0.11
Tl -0.52077 -5.39439 -6.86048 1.58
C 5.42908 -6.22762 -5.24047 0.00
H -3.60911 -3.71424 -4.75180 0.10
O 4.10949 -6.61929 -5.65959 0.03
H -1.17960 -3.91835 -9.93595 0.07
H 5.47263 -5.25904 -4.74961 0.11
H -4.55204 -6.94454 -4.03788 0.09
H -0.08854 -4.75060 -11.11844 0.11
O -1.57433 -5.97689 -4.20988 0.02
O 4.20543 -4.90454 -7.01703 0.02
O 1.37396 -7.19128 -3.30078 0.03
C -3.81441 -8.00330 -10.06101 -0.01
C 3.47621 -5.90989 -6.56313 -0.58
O 0.41182 -7.53805 -5.24725 0.06
C -6.42057 -5.46119 -8.04769 0.00
O -3.31308 -5.58762 -6.37744 0.03
O -2.88938 -7.16950 -2.79765 0.04
C 3.93191 -4.30138 -8.28457 0.01
C -0.47632 -4.89612 -1.82998 -0.01
O -1.34688 -6.01454 -1.95263 0.04
C 2.51244 -7.38152 -2.47936 -0.01
H -6.81482 -6.10916 -8.82589 0.10
H -1.05380 -4.02737 -1.52711 0.11
H 0.37290 -5.12725 -1.19425 0.10
F 0.74356 -3.62993 -8.27327 -0.35
H -7.06542 -5.57766 -7.17798 0.11
C -4.67062 -3.95035 -4.74705 0.00
C 1.13797 -7.94640 -4.36269 -0.58
H -1.23319 -3.43775 -11.62379 0.11
C -2.59213 -5.98516 -10.23397 -0.57
O -2.22002 -6.02811 -9.06565 0.04
```

Output
LUMO ... -12.4 eV
Net charge ... +2
Molar mass ... 673.8 g mol⁻¹
Energy above the lowest of the compared OMol25 structures with the same formula, charge and spin ... 0.0 kJ/mol

***

No. 4
Formula: C15H30N
Source: the Open Molecules 2025 dataset
Level of theory: ωB97M-V with the def2-TZVPD basis set

```
46
Properties=species:S:1:pos:R:3:lowdin_charge:R:1
C 2.63935 1.24959 3.33238 -0.12
H -2.96580 3.16323 0.18363 0.07
C 0.07330 -3.10625 -0.88306 -0.20
H 3.65205 0.25822 -0.29100 0.11
H -3.36797 1.97500 -1.99570 0.11
C 0.29089 -2.14472 0.28606 -0.20
C 1.69086 2.01627 -0.18070 0.02
C -2.07057 -1.98983 -1.77781 -0.20
H 0.89904 -0.51300 -0.96254 0.10
C -2.12078 -0.47556 -1.57181 -0.23
C -0.66489 -2.52213 -2.09164 -0.20
H 0.65026 2.29060 -0.01077 0.10
H -1.69801 1.99925 -0.18940 0.03
H 1.67592 -0.55018 1.99782 0.14
H 3.41014 0.16364 5.14247 0.05
N 2.18546 1.17647 0.92312 -0.34
C 1.31660 -0.02727 1.10790 -0.12
H 2.28446 2.92606 -0.25624 0.12
H -1.40619 -0.18304 -0.80195 0.08
C 3.05210 0.66510 4.29164 0.19
H 1.10502 2.28216 2.37261 0.15
H -2.73966 -2.23700 -2.60294 0.12
C -3.63011 1.51493 -1.04062 -0.26
H 4.21267 1.67152 0.60895 0.12
H -4.67029 1.76621 -0.82867 0.11
H -2.45971 -2.49260 -0.89039 0.12
H -0.74617 -3.32509 -2.82537 0.11
H -0.07088 -1.73351 -2.55835 0.10
H -2.94318 1.60346 1.00743 0.08
H -0.67012 -1.73471 0.59627 0.11
H -3.78107 -0.46273 -0.20383 0.12
C 2.13993 1.98055 2.18399 -0.13
H -4.23610 -0.35176 -1.90118 0.12
H 1.04125 -3.48864 -1.21496 0.11
H -1.83448 0.02194 -2.50207 0.12
H 2.23639 -1.43934 -0.26395 0.12
C 3.58109 0.78574 0.65680 0.02
C 1.25729 -1.00595 -0.05971 -0.18
C -3.51433 -0.00524 -1.15977 -0.22
C -2.75346 2.10420 0.05984 -0.11
H 3.94343 0.14199 1.45660 0.12
H 2.74442 2.88241 2.04712 0.15
H 1.76344 1.48084 -1.12447 0.11
H 0.69461 -2.70751 1.13014 0.12
H 0.30537 0.33273 1.31601 0.14
H -0.50155 -3.95603 -0.51187 0.12
```

Output
LUMO ... -2.4 eV
Net charge ... +1
SMILES string ... C#CC[N+](C)(C)CCCCCCCCCC
Molar mass ... 224.4 g mol⁻¹
Energy above the lowest of the compared OMol25 structures with the same formula, charge and spin ... 6.2 kJ/mol